C4H7IN | ωB97M-V/def2-TZVPD

```
13
Properties=species:S:1:pos:R:3:forces:R:3
I 1.199 -2.260 -2.176 0.344 -0.345 -0.326
N 0.473 0.100 -0.550 -0.565 1.785 -0.067
C 1.302 0.982 -1.107 0.859 -0.255 -0.392
C -1.058 -0.613 1.361 1.933 -1.324 0.351
C 0.072 -0.959 -1.219 -0.129 -1.226 -0.357
C -0.418 0.572 0.483 -2.126 0.773 4.184
H -1.341 1.052 0.144 0.594 0.223 -0.920
H 1.118 2.062 -1.094 0.040 -0.534 0.459
H -2.015 -0.428 1.920 0.799 0.442 -1.205
H 0.132 1.328 1.126 -0.514 -1.052 -0.890
H -1.224 -1.412 0.531 0.044 0.765 1.973
H -0.347 -0.971 2.259 -1.234 0.521 -2.466
H 2.107 0.546 -1.679 -0.047 0.227 -0.345
```
Forces are in eV/Å.

Values from the calculation:
* energy above the lowest of the compared OMol25 structures with the same formula, charge and spin: 121.0 kcal per mole
* maximum force: 4.76 eV/A
* net charge: +1



H18O9 | ωB97M-V/def2-TZVPD

```
27
Properties=species:S:1:pos:R:3:forces:R:3
O 0.958 -0.713 1.785 -6.672 3.180 -2.395
O -1.393 1.606 1.494 -0.922 3.304 1.131
O -1.849 -2.048 0.582 -1.467 -1.428 0.391
O -4.171 0.828 -0.897 2.991 -0.341 -1.289
O 2.920 -0.686 -0.709 0.397 1.953 -1.640
O 0.158 -2.867 -1.516 1.519 -2.716 1.548
O 3.271 2.192 -1.792 1.643 -0.745 2.471
O 1.897 1.499 0.466 -0.797 -1.531 -0.641
O -0.377 0.322 -0.486 -3.438 -4.880 1.003
H 1.660 2.248 0.982 -0.094 0.967 0.548
H -0.388 -0.704 0.015 -0.491 3.154 -1.860
H -2.508 -2.661 0.030 2.143 1.805 2.566
H 0.982 -3.463 -1.672 -1.929 1.835 0.118
H 1.628 -1.160 2.094 5.796 -3.389 2.347
H 2.793 1.899 -0.957 1.150 0.344 0.378
H -1.007 2.531 1.740 -0.438 -2.519 -0.832
H -1.252 0.813 -0.135 3.295 -0.640 -0.049
H 1.194 0.208 1.561 0.873 0.114 0.006
H -0.129 -3.248 -0.627 0.343 1.001 -1.587
H -1.842 -2.174 1.606 -0.486 -0.188 -2.986
H 2.548 0.045 -0.082 1.361 -1.098 -1.734
H 0.532 0.522 -0.191 1.457 2.598 0.795
H -4.105 -0.024 -0.500 0.031 -0.996 0.405
H -4.958 1.185 -0.618 -2.920 1.309 0.978
H -2.345 1.826 1.660 0.872 -0.646 -0.218
H 2.485 2.241 -2.241 -2.760 0.585 -2.846
H 3.308 -0.230 -1.585 -1.456 -1.033 3.390
```
Forces are in eV/Å.

Values from the calculation:
* energy above the lowest of the compared OMol25 structures with the same formula, charge and spin: 137.1 kcal per mole
* maximum force: 7.77 eV/A
* net charge: 0



CH4ClOP | ωB97M-V/def2-TZVPD

```
8
Properties=species:S:1:pos:R:3:forces:R:3
Cl -2.624 1.208 -0.355 -0.283 0.620 -0.537
P -1.730 -0.156 0.845 2.191 -1.264 -0.649
O 1.590 0.601 -0.202 -0.237 -0.306 0.027
C 1.608 1.792 -0.329 1.538 -0.248 -0.250
H -0.870 -0.836 -0.186 -1.404 0.210 0.694
H -0.449 0.473 0.987 -0.603 0.405 0.539
H 0.771 2.414 -0.018 -0.316 0.414 -0.022
H 2.558 2.254 -0.730 -0.886 0.169 0.197
```
Forces are in eV/Å.

Values from the calculation:
* SMILES: C=O.PCl
* energy above the lowest of the compared OMol25 structures with the same formula, charge and spin: 59.1 kcal per mole
* maximum force: 2.61 eV/A
* net charge: 0



Which of these has the highest energy above the lowest of the compared OMol25 structures with the same formula, charge and spin?
H18O9